No. 1
Molecular formula: C42H39AsN3O3PS4SbTi
Method: DFT, the ωB97M-V functional and the def2-TZVPD basis

```
95
Properties=species:S:1:pos:R:3:forces:R:3:lowdin_charge:R:1
Sb 2.520 -1.829 2.333 0.3714 -0.0508 0.2641 -0.1904
As -1.219 2.765 2.456 0.0863 -0.1315 0.3096 1.2232
Ti 0.415 0.185 0.593 0.8510 -0.1047 0.2875 0.4093
S 2.128 -3.877 3.274 -0.0236 0.0631 -0.0475 -0.3701
S 0.964 -0.164 3.058 -0.0025 0.0462 -0.2345 -0.0045
S 1.909 -1.687 0.035 -0.0771 -0.0573 -0.0835 -0.0490
S 4.655 -0.995 2.599 -0.1024 -0.0045 -0.0034 -0.3629
P 0.575 -1.258 -3.044 -0.0297 -0.1790 0.1441 1.0698
O -0.198 2.090 1.364 -0.2722 0.3267 -0.4159 -0.5496
O -1.205 -0.770 0.588 -0.6835 -0.3584 -0.1952 -0.2404
O -2.137 -2.788 0.872 -0.0810 0.0576 0.1019 0.0770
N -3.239 1.408 -0.087 -0.1389 -0.1229 0.1092 0.0404
N 2.966 1.413 -0.818 -0.0419 -0.0366 0.0798 0.0004
N 2.359 1.411 0.371 -0.0493 0.0568 -0.0034 -0.0808
C 3.189 2.013 1.205 -0.0326 -0.0976 0.0379 -0.1718
C -0.460 -3.667 -2.121 0.0050 0.0338 0.0272 -0.0915
C 1.225 -1.438 -7.658 -0.0402 -0.0140 -0.0346 -0.1204
C -0.882 1.006 -3.876 -0.0020 0.0614 0.0017 -0.1331
C 4.173 1.994 -0.763 0.0375 0.0141 0.0092 -0.1038
C -3.495 -1.055 -0.048 0.0718 -0.0827 -0.0868 -0.1003
C -1.438 -4.626 -1.892 0.0352 0.0142 0.0376 -0.0794
C -3.277 5.430 0.000 0.0685 -0.0782 0.0642 -0.0799
C 0.715 -1.366 -4.892 -0.0303 0.0404 -0.0054 -0.3649
C 1.803 4.223 4.841 -0.0618 -0.0193 -0.0542 -0.0627
C 4.353 2.422 0.535 0.0288 -0.0285 -0.0320 -0.0768
C -0.570 5.273 3.825 0.0681 0.1076 0.0614 -0.0962
C 1.429 5.528 5.135 0.0798 0.0292 0.0661 -0.0976
C 0.993 3.438 4.032 0.0978 0.0581 0.0800 -0.0867
C -2.287 4.668 0.605 -0.0779 0.1162 -0.1389 -0.0975
C -2.973 -0.409 5.386 -0.0037 -0.0126 -0.0006 -0.0769
C -2.457 0.769 5.909 -0.0056 0.0152 -0.0144 -0.0871
C 0.040 -1.949 -7.148 0.0322 0.0193 0.0088 -0.1040
C -2.184 -1.627 0.528 -0.0076 0.2672 -0.2017 -0.6032
C -2.751 -4.387 -2.262 -0.0409 0.0147 -0.0005 -0.1011
C -3.356 0.197 -0.908 -0.0943 -0.0126 0.0259 -0.2569
C -3.012 -0.613 4.014 0.0032 -0.0141 0.0084 -0.0465
C -2.013 1.540 3.686 -0.1319 -0.0681 -0.0868 -0.3221
C -2.532 0.365 3.157 0.0290 -0.0641 0.1357 -0.0976
C -1.969 1.751 5.058 -0.0297 0.0108 0.0382 -0.0938
C -1.010 3.029 -2.630 -0.0405 0.0020 -0.0546 -0.1280
C -4.585 5.354 0.460 -0.0680 0.0935 -0.0962 -0.0967
C -4.908 4.521 1.520 0.0691 -0.1036 0.0825 -0.0901
C 1.911 -0.879 -5.423 -0.0280 0.0603 -0.0419 -0.1131
C 2.163 -0.900 -6.788 0.0201 0.0116 0.0886 -0.1060
C -3.919 3.751 2.124 -0.1367 0.1551 0.0084 -0.1003
C -0.219 0.384 -2.810 0.2408 0.0960 -0.0041 -0.4200
C -3.096 -3.174 -2.847 0.0726 -0.0391 -0.0043 -0.1121
C -0.211 -1.911 -5.782 0.0139 -0.0797 0.0648 -0.0948
C -0.375 2.389 -1.574 0.0648 -0.0128 0.1892 -0.1649
C -0.786 -2.456 -2.728 -0.0984 0.0585 -0.0439 -0.3619
C -2.614 3.830 1.662 0.1875 -0.0902 0.0271 -0.3115
C -2.119 -2.215 -3.068 0.0287 0.0334 -0.0317 -0.1248
C 0.248 6.055 4.633 -0.0732 -0.0239 -0.0665 -0.1008
C 0.018 1.032 -1.565 -0.2516 0.0911 -0.3298 -0.2083
C -1.307 2.323 -3.789 0.0303 -0.0755 0.0707 -0.1196
C -0.187 3.975 3.526 0.0005 -0.1120 0.0422 -0.2906
H 2.657 -0.483 -4.742 0.0053 -0.0005 -0.0141 0.0939
H -1.135 -2.329 -5.403 -0.0230 0.0121 0.0216 0.0895
H -2.945 2.201 -0.647 0.0832 -0.0822 -0.0360 0.0534
H -0.037 7.074 4.865 0.0051 0.0020 0.0069 0.0934
H 2.066 6.140 5.764 -0.0078 0.0036 -0.0056 0.0954
H -4.142 1.636 0.316 0.0096 0.0355 -0.0377 0.0656
H -3.918 -1.880 -0.623 -0.0803 0.0982 -0.0248 0.0928
H -4.168 3.086 2.942 0.0199 -0.0318 -0.0023 0.1045
H 1.262 2.408 3.801 0.0258 -0.0367 -0.0128 0.0367
H -2.468 0.112 -1.533 0.0443 0.0948 0.0787 0.0793
H -3.515 -5.129 -2.059 0.0078 0.0079 -0.0030 0.0935
H -4.202 -0.855 0.768 0.1251 -0.0671 0.0951 0.1103
H -5.359 5.941 -0.019 -0.0010 -0.0002 0.0073 0.0963
H -2.393 -1.259 -3.500 0.0002 -0.0036 -0.0086 0.0957
H -1.271 4.707 0.231 0.0154 -0.0343 0.0372 0.1067
H -4.222 0.253 -1.585 0.0184 -0.0430 -0.0419 0.1055
H 2.722 3.810 5.238 0.0011 -0.0019 -0.0035 0.1102
H -1.273 4.082 -2.550 -0.0041 -0.0116 -0.0037 0.0813
H 2.941 2.041 2.252 0.0141 0.0662 -0.0039 0.0766
H -1.492 5.684 3.431 -0.0250 -0.0216 -0.0229 0.0963
H -3.027 6.067 -0.838 -0.0157 0.0156 -0.0049 0.1011
H -0.163 2.973 -0.684 -0.0218 -0.0171 -0.0236 0.0525
H -1.825 2.790 -4.620 0.0099 0.0116 0.0023 0.0839
H -1.053 0.466 -4.800 0.0189 -0.0326 -0.0331 0.0845
H -4.127 -2.967 -3.111 0.0094 -0.0081 0.0037 0.0960
H -3.317 -1.188 6.055 0.0046 0.0069 -0.0016 0.0997
H 4.809 2.036 -1.631 0.0016 0.0120 0.0237 0.1053
H 0.555 -3.830 -1.780 0.0159 0.0057 0.0063 0.0839
H -5.929 4.456 1.873 -0.0155 0.0094 -0.0030 0.0983
H -0.697 -2.382 -7.815 0.0095 0.0007 -0.0005 0.0919
H -3.363 -1.553 3.607 0.0129 0.0058 -0.0111 0.1133
H -2.491 0.197 2.093 -0.0479 0.0906 -0.0053 0.0642
H 3.101 -0.511 -7.166 -0.0104 -0.0008 -0.0138 0.0922
H 5.228 2.883 0.957 -0.0236 0.0079 -0.0110 0.0840
H -1.529 2.652 5.466 0.0110 0.0091 -0.0075 0.0989
H 2.532 0.865 -1.544 -0.0177 -0.0042 -0.1013 0.1083
H -2.401 0.909 6.981 -0.0045 0.0119 -0.0056 0.0961
H -1.172 -5.545 -1.383 -0.0088 0.0084 -0.0043 0.1045
H 1.420 -1.468 -8.723 0.0011 0.0013 0.0051 0.0877
```
Positions in Å, forces in eV/Å.

The LUMO energy (spin up / spin down) is 0.12997 / 0.12997 hartree. The HOMO energy (spin up / spin down) is -0.0419 / -0.0419 hartree. The spin multiplicity is 2. As for the total charge: -2. The strongest force on any atom is 0.0176 Eh/bohr. The value obtained for the molar mass is 1037.6 g/mol. Its energy relative to the best compared isomer or geometry (same formula, charge and spin) is 132.0 kJ/mol.

No. 2
Molecular formula: C42H39AuN6P2
Method: DFT, the ωB97M-V functional and the def2-TZVPD basis

```
90
Properties=species:S:1:pos:R:3:forces:R:3:lowdin_charge:R:1
Au -1.478 0.051 0.032 -0.7723 -1.6837 -0.0557 0.8864
P -1.849 -0.381 2.392 -0.4849 -0.6490 0.6289 1.0357
P -1.968 -0.149 -2.359 -0.4850 -1.1789 -0.9364 1.0371
N 0.808 0.218 -0.030 -1.3770 0.0584 -0.0173 -0.0729
N -4.137 2.034 0.188 -0.1160 -0.0020 0.2789 -0.0342
N -3.163 -1.335 0.062 1.5690 1.3345 -0.2136 -0.0684
N 5.764 1.001 0.637 -1.1596 0.2365 0.1369 0.1874
N 5.830 -0.892 -0.532 -0.2309 -0.2132 -0.1435 0.1718
N -2.723 2.249 0.183 0.0742 0.3587 0.1179 -0.0994
C -5.180 -2.122 0.638 1.4502 0.9655 1.4192 -0.0229
C -2.530 1.314 -4.691 0.1853 -0.0362 0.1353 -0.0633
C -2.942 0.958 -3.407 0.1327 0.5437 0.6585 -0.3473
C -1.828 0.993 3.553 0.3585 0.2075 -0.5527 -0.3630
C 7.130 -0.545 -0.289 0.2960 0.6636 0.3826 -0.1819
C -0.834 -1.662 3.159 0.2256 0.2389 -0.4830 -0.3747
C 5.042 0.071 0.043 0.8235 0.3809 0.2589 -0.2811
C 0.491 0.450 -3.304 -0.0825 -0.1069 -0.1097 -0.1392
C -4.551 2.589 -4.958 0.0474 -0.0257 0.0601 -0.0452
C -4.153 1.426 -2.895 0.0984 -0.0904 0.0114 -0.1059
C 0.773 -3.550 4.376 0.0530 -0.0017 -0.1205 -0.0425
C 0.221 -2.229 2.454 -0.1136 0.1078 0.0016 -0.0905
C 1.526 1.154 0.592 0.3239 0.4927 0.3225 -0.1110
C -3.033 -1.681 -2.340 0.6768 -0.1162 -0.0265 -0.2293
C -0.394 -1.612 -4.204 -0.1649 0.0377 0.1282 -0.0673
C -2.861 1.929 3.575 -0.0525 -0.0951 -0.0688 -0.1105
C -1.098 -2.053 4.472 -0.0650 0.1182 -0.1181 -0.0841
C 9.440 0.715 0.518 -0.2669 0.3946 0.2656 -0.0705
C -3.565 -1.087 2.459 -0.1969 0.1318 0.0821 -0.2187
C 1.755 -0.798 -4.907 0.0243 0.0170 0.0001 -0.0477
C -0.294 -3.001 5.071 -0.0422 0.0006 0.0705 -0.0443
C -0.676 1.219 4.306 -0.0254 -0.1457 -0.0710 -0.0793
C 1.628 0.304 -4.072 0.0596 0.0948 -0.0532 -0.0591
C 8.341 -1.123 -0.638 0.4454 -0.0275 -0.0134 -0.0099
C 7.063 0.662 0.459 0.4918 -0.8200 -0.4921 -0.2185
C 2.833 -0.883 -0.643 -0.0461 0.3013 0.2401 0.0264
C 1.029 -3.168 3.068 0.0857 -0.0972 0.0201 -0.0542
C -3.986 -1.516 1.104 -1.8400 -0.4804 0.7140 -0.3910
C 2.904 1.138 0.631 -0.0853 -0.1962 -0.1020 0.0334
C -2.758 3.057 4.366 -0.0700 0.0859 0.0126 -0.0529
C -4.946 2.250 -3.671 -0.0617 0.0125 -0.0473 -0.0541
C 1.460 -0.774 -0.635 0.1046 -0.5326 -0.2706 -0.1693
C 3.600 0.094 0.004 -0.4799 -0.0428 -0.0602 -0.1011
C -3.349 2.118 -5.463 -0.0302 0.0090 -0.0714 -0.0508
C -0.522 -0.508 -3.370 0.1920 0.3143 0.5608 -0.4152
C -1.626 3.258 5.142 0.0115 -0.0442 -0.0392 -0.0387
C 9.490 -0.470 -0.223 -0.4436 -0.4347 -0.2640 -0.0634
C -5.047 -2.263 -0.730 1.7713 0.5416 -1.2283 -0.0216
C 0.749 -1.748 -4.973 0.0197 -0.0646 -0.0689 -0.0485
C 8.241 1.298 0.874 0.0455 -0.1972 -0.1229 0.0055
C -3.771 -1.756 -1.067 -1.7101 -0.4344 -0.7537 -0.3925
C -0.590 2.337 5.112 0.0749 0.0942 0.0858 -0.0458
H -5.175 3.224 -5.567 -0.0607 0.0683 -0.0361 0.1177
H -4.660 2.895 0.346 0.2133 -0.1195 0.0567 0.1019
H 1.858 -3.599 2.528 0.0564 -0.0675 -0.0274 0.1127
H -5.869 2.637 -3.272 -0.1594 -0.0105 0.0334 0.1140
H -6.016 -2.410 1.244 -0.1437 -0.1176 0.2013 0.1104
H -3.039 2.389 -6.461 0.0201 0.0035 -0.0811 0.1175
H -3.697 -1.714 -3.209 0.2584 0.1472 0.0732 0.1192
H -5.755 -2.688 -1.413 -0.0946 -0.1296 -0.1852 0.1114
H 0.366 1.308 -2.653 0.1049 0.0708 -0.0091 0.1051
H 0.963 1.939 1.074 0.0277 0.1092 0.0763 0.1137
H -0.494 -3.309 6.086 -0.0196 -0.0233 0.0905 0.1198
H -3.541 -1.936 3.155 0.1518 0.2463 -0.0096 0.1053
H -2.399 2.816 0.975 -0.1750 -0.0886 -0.2456 0.0781
H -1.918 -1.606 5.018 -0.0410 0.0071 0.0907 0.1208
H -1.184 -2.345 -4.276 -0.0213 -0.0744 -0.0185 0.1086
H -1.584 0.971 -5.085 -0.0113 0.0039 -0.0295 0.1057
H 2.409 1.048 -4.034 0.0701 0.0629 0.0052 0.1172
H 1.407 -4.278 4.855 0.0710 -0.1023 0.0618 0.1180
H 0.396 -1.928 1.431 0.0921 -0.0463 0.0033 0.0631
H -3.752 1.771 2.983 -0.0828 0.0378 0.0085 0.0835
H -4.376 1.365 0.914 0.0434 0.0086 -0.1863 0.0527
H 8.199 2.207 1.451 -0.0002 0.1191 0.0475 0.1155
H -4.447 1.152 -1.890 -0.1071 0.0662 -0.0689 0.0726
H 10.366 1.181 0.817 0.0634 0.0426 0.0341 0.1099
H 3.284 -1.725 -1.144 -0.0066 -0.0758 -0.0791 0.1191
H 0.292 2.494 5.713 0.0764 0.0303 0.0658 0.1192
H 2.637 -0.909 -5.519 0.0997 -0.0144 -0.0575 0.1166
H 8.388 -2.035 -1.212 0.0618 -0.1144 -0.0588 0.1120
H 3.462 1.908 1.139 -0.0105 0.0918 0.0442 0.1237
H -4.271 -0.358 2.875 0.2482 -0.0082 0.0506 0.0918
H -2.508 2.755 -0.675 -0.0020 -0.0887 0.1511 0.0830
H -2.322 -2.517 -2.393 -0.1174 -0.0249 -0.1640 0.0909
H 5.531 -1.709 -1.038 0.0242 0.0595 0.0300 0.1582
H 10.452 -0.888 -0.476 0.0903 -0.0568 -0.0420 0.1107
H 0.137 0.507 4.267 0.0659 0.0009 0.0622 0.1108
H -1.550 4.135 5.764 0.0120 0.1118 0.0928 0.1196
H 0.846 -2.594 -5.634 0.0250 -0.0965 -0.0751 0.1179
H -3.559 3.782 4.376 -0.0740 0.0265 0.0554 0.1181
H 0.851 -1.515 -1.132 0.0124 -0.0806 -0.0491 0.1119
```
Positions in Å, forces in eV/Å.

The LUMO energy is -0.27744 hartree. The HOMO energy is -0.4549 hartree. The spin multiplicity is 1. As for the total charge: +2. The strongest force on any atom is 0.0437 Eh/bohr. The value obtained for the molar mass is 886.7 g/mol. Its energy relative to the best compared isomer or geometry (same formula, charge and spin) is 173.7 kJ/mol.

> The highest strongest force on any atom belongs to which entry?

C42H39AuN6P2